Density functional theory data (ωB97M-V/def2-TZVPD) for a 3-piece molecular cluster, C2H8O4 overall at a distorted geometry.

Summary:
- spin multiplicity = 2
- HOMO energy (alpha / beta) (eV) = -17.10 / -15.86
- total charge = +1
- <S²> = 0.758
- energy relative to the best compared isomer or geometry (same formula, charge and spin) (kcal/mol) = 31.17

Structure (XYZ):
```
14
Properties=species:S:1:pos:R:3:lowdin_charge:R:1
O -0.330 0.743 0.407 0.280
C 0.098 0.235 -0.629 -0.343
O -0.785 -0.375 -1.511 0.166
C 1.499 0.261 -1.245 0.087
H -1.601 -0.693 -1.082 0.097
H 2.297 0.749 -0.686 0.105
H 1.454 0.929 -2.226 0.184
H 1.764 -0.762 -1.326 0.102
H -2.840 0.127 -0.050 0.049
H -2.090 -0.518 1.096 0.073
O -2.693 -0.706 0.358 0.032
H 0.901 0.679 1.908 0.039
H 0.917 -0.759 2.458 0.081
O 1.410 0.089 2.528 0.046
```

=====

Density functional theory data (ωB97M-V/def2-TZVPD) for a 2-piece molecular cluster, C2H8O5PS overall at a distorted geometry.

Summary:
- HOMO energy (eV) = -2.92
- total charge = -1

Structure (XYZ):
```
17
Properties=species:S:1:pos:R:3:lowdin_charge:R:1
C 2.069 -0.429 -1.057 -0.116
O 1.167 0.006 -2.143 -0.308
C -0.100 0.547 -1.628 -0.388
P -1.283 -0.742 -0.861 1.019
H 2.139 -1.616 -1.151 0.102
H 3.180 -0.047 -1.259 0.105
H 1.730 -0.079 0.019 0.110
H 0.031 1.443 -0.868 0.127
H -0.669 1.008 -2.567 0.119
H -0.824 -1.279 0.397 0.017
H -1.558 -1.767 -1.869 -0.014
H -2.564 -0.078 -0.635 0.026
O -1.545 -0.539 3.017 -0.476
S -0.664 0.607 2.725 0.105
O 0.736 0.148 2.667 -0.473
O -0.805 1.619 3.787 -0.447
O -1.041 1.199 1.428 -0.508
```

=====

Density functional theory data (ωB97M-V/def2-TZVPD) for a 2-piece molecular cluster, C2H8OS overall.

Summary:
- SMILES = CO.CS
- HOMO energy (eV) = -8.83
- total charge = 0
- energy relative to the best compared isomer or geometry (same formula, charge and spin) (kcal/mol) = 20.51

Structure (XYZ):
```
12
Properties=species:S:1:pos:R:3:lowdin_charge:R:1
C -1.106 0.254 2.967 -0.161
O 0.062 -0.171 2.292 -0.143
H -1.271 -0.307 3.882 0.078
H -0.948 1.301 3.203 0.072
H -1.931 0.253 2.253 0.076
H 0.196 -1.110 2.432 0.070
C 0.089 0.747 -2.725 -0.493
S 0.524 -0.406 -1.377 0.615
H 0.932 0.814 -3.386 0.006
H -0.727 0.254 -3.247 0.014
H -0.206 1.760 -2.482 0.030
H 1.109 0.538 -0.640 -0.164
```

=====

Number 1: total energy -10382.856 eV. Number 2: total energy -32562.252 eV. Number 3: total energy -15085.589 eV.